[1]
Formula: C20H16FIO13P
Source: OMol25
Level of theory: the ωB97M-V functional and the def2-TZVPD basis

```
52
Properties=species:S:1:pos:R:3:forces:R:3
O 2.7468 7.7683 7.6708 -2.811 -2.926 -9.076
C 2.3855 7.3768 6.4445 2.781 0.953 5.912
F 3.0876 6.2394 5.8009 -2.597 3.864 1.768
C 1.1243 8.0718 5.5953 1.701 -1.072 -0.668
P -0.4250 7.8550 6.7112 0.293 -1.252 -0.708
I -1.8849 6.2226 5.5164 0.624 1.191 0.721
H 1.3711 9.1835 5.3157 -0.435 -2.089 0.931
H 0.9967 7.4694 4.5804 0.022 1.224 2.294
H -1.0944 9.0854 7.0474 0.483 -0.723 -0.304
H -0.0347 7.1871 7.9466 -0.216 0.796 -0.976
C -3.6483 3.2132 1.4817 -0.104 0.220 0.654
C -2.9480 2.5789 0.5393 -1.146 0.028 -1.913
C -1.6378 1.9412 0.8467 0.930 -0.607 -0.264
O -1.0263 1.3491 -0.0356 -1.008 1.369 0.382
C -1.1212 2.0549 2.2196 0.186 -0.015 -0.175
C -1.8200 2.6923 3.1609 0.937 -0.215 1.038
C -3.1426 3.3058 2.8599 -0.692 0.171 -0.434
O -3.7700 3.8691 3.7505 0.637 0.089 0.066
O -1.3392 2.8052 4.4525 -1.118 0.470 -1.150
O -3.4156 2.4901 -0.7589 1.356 -0.248 1.840
H -4.6030 3.6792 1.2726 0.051 -0.046 0.013
H -0.1596 1.6024 2.4251 -0.082 -0.063 -0.045
H -2.0260 3.3068 4.9436 0.202 -0.557 -0.232
H -2.7316 1.9833 -1.2485 -0.306 0.193 0.104
C 0.0761 -3.1502 -1.3903 0.090 -0.398 0.073
C -0.2096 -1.9973 -0.7821 -1.080 0.864 -1.247
C 0.3043 -1.6943 0.5824 0.274 0.312 0.843
O 0.0407 -0.6186 1.1080 0.175 -1.069 -0.159
C 1.1172 -2.7190 1.2559 -0.170 0.391 -0.037
C 1.4000 -3.8733 0.6489 1.130 -1.041 1.329
C 0.9091 -4.1645 -0.7260 -0.252 -0.440 -1.076
O 1.2008 -5.2267 -1.2651 -0.036 0.618 0.659
O 2.1611 -4.8418 1.2771 -1.104 0.873 -1.485
O -0.9941 -1.0402 -1.3991 1.076 -1.015 1.419
H -0.2890 -3.3825 -2.3828 0.108 0.050 0.104
H 1.4694 -2.4933 2.2543 -0.011 -0.021 -0.058
H 2.2261 -5.5807 0.6335 -0.015 0.285 0.253
H -1.0540 -0.2989 -0.7578 0.104 -0.168 -0.368
C 1.1885 -5.6097 -4.8907 -0.035 0.436 0.158
C 1.2698 -6.5291 -5.8545 0.059 -1.711 0.902
C 1.2977 -6.1422 -7.2923 0.042 -0.166 -1.121
O 1.3920 -7.0083 -8.1548 -0.077 0.448 0.867
C 1.2046 -4.7116 -7.6230 0.028 -0.318 -0.081
C 1.1199 -3.7927 -6.6591 -0.091 1.588 -0.946
C 1.1198 -4.1780 -5.2212 0.000 -0.180 0.935
O 1.0593 -3.3093 -4.3574 0.014 -0.244 -0.775
O 1.0293 -2.4467 -6.9629 0.089 -1.527 1.182
O 1.3321 -7.8768 -5.5517 -0.047 1.683 -1.179
H 1.1695 -5.8768 -3.8416 0.014 0.039 -0.002
H 1.2080 -4.4454 -8.6722 0.008 -0.020 0.058
H 0.9806 -1.9865 -6.0967 0.031 -0.200 -0.367
H 1.3869 -8.3365 -6.4177 -0.012 0.173 0.341
```
Positions in Å, forces in eV/Å.

Results
HOMO energy (eV): -10.79
Total charge: +1
Calculated total energy (eV): -67712.02154
Largest force on an atom (Eh/bohr): 0.19333

The net atomic charges from natural (NBO), expressed in e, are:
1 O -0.4817
2 C 0.8424
3 F -0.3191
4 C -0.8057
5 P 0.6570
6 I 0.1950
7 H 0.3324
8 H 0.3211
9 H 0.1153
10 H 0.1272
11 C -0.3679
12 C 0.3140
13 C 0.4894
14 O -0.5235
15 C -0.3266
16 C 0.2721
17 C 0.4845
18 O -0.5671
19 O -0.6444
20 O -0.6238
21 H 0.2557
22 H 0.2701
23 H 0.4854
24 H 0.5077
25 C -0.3675
26 C 0.3493
27 C 0.4684
28 O -0.5518
29 C -0.3636
30 C 0.3047
31 C 0.4727
32 O -0.5278
33 O -0.6395
34 O -0.6720
35 H 0.2597
36 H 0.2435
37 H 0.5061
38 H 0.5073
39 C -0.3676
40 C 0.3029
41 C 0.4681
42 O -0.5135
43 C -0.3495
44 C 0.2913
45 C 0.4793
46 O -0.5489
47 O -0.6425
48 O -0.6382
49 H 0.2622
50 H 0.2498
51 H 0.5025
52 H 0.5052


[2]
Formula: C20H16N3O8PtS2Se
Source: OMol25
Level of theory: the ωB97M-V functional and the def2-TZVPD basis

```
51
Properties=species:S:1:pos:R:3:forces:R:3
Pt -0.5656 0.6197 -1.0628 0.063 -0.116 0.116
O -1.9351 4.5192 -1.7994 -0.137 -0.103 -0.077
C -1.7064 3.3532 -1.5010 0.390 0.246 0.260
O -0.8119 2.5894 -1.9905 -0.129 -0.134 -0.176
C -2.5157 2.7548 -0.3533 -0.156 -0.118 -0.031
C -3.6234 3.4053 0.1707 0.030 -0.030 0.000
C -4.3484 2.7850 1.1709 0.013 -0.043 0.024
C -3.9496 1.5322 1.6252 -0.040 0.091 0.001
C -2.8322 0.9504 1.0624 0.068 -0.034 0.004
N -2.1355 1.5638 0.1062 -0.008 -0.071 0.005
H -3.8832 4.3697 -0.2406 0.000 0.008 0.003
H -5.2266 3.2618 1.5877 -0.002 0.003 0.004
H -4.5005 1.0061 2.3921 -0.007 0.002 0.000
H -2.4801 -0.0319 1.3520 0.001 -0.009 -0.024
O -2.7115 -2.4845 -3.3143 0.012 0.002 -0.017
S -2.2588 -1.1363 -3.0986 -0.087 -0.179 -0.188
O -2.8572 -0.1224 -3.9381 0.004 -0.013 0.052
O -2.2791 -0.7630 -1.6585 0.177 0.339 -0.018
C -0.4956 -1.0949 -3.5436 -0.020 0.062 0.133
C -0.2300 -0.4693 -4.7579 0.015 -0.018 0.058
C 1.0630 -0.3511 -5.2364 -0.018 0.042 -0.063
C 2.1183 -0.8528 -4.4979 0.080 -0.004 -0.002
C 1.8765 -1.4713 -3.2841 -0.076 -0.018 0.023
C 0.5808 -1.6005 -2.7882 -0.097 0.037 -0.030
S 0.4477 -2.4539 -1.1987 0.044 -0.009 -0.021
O -0.3769 -3.6076 -1.3863 0.013 -0.051 0.026
O 1.8459 -2.7383 -0.8392 0.122 -0.037 0.058
O -0.0854 -1.4660 -0.2268 -0.082 0.211 -0.027
H -1.0666 -0.0583 -5.3040 -0.001 0.001 0.005
H 1.2414 0.1488 -6.1804 0.001 -0.007 0.000
H 3.1361 -0.7571 -4.8552 -0.004 -0.001 -0.003
H 2.6915 -1.8662 -2.6978 0.006 0.002 0.011
C 1.2546 2.0011 2.8756 -0.013 0.017 -0.011
N 1.7626 0.7371 2.3904 -0.005 0.026 0.042
C 1.9880 0.4099 1.0957 0.064 -0.038 -0.067
Se 1.7504 1.5364 -0.3699 -0.093 0.004 -0.072
N 2.4133 -0.8601 1.0587 -0.122 0.059 0.015
C 2.3870 -1.3976 2.3308 0.020 0.018 -0.036
C 2.6587 -2.6730 2.7979 -0.005 -0.024 0.035
C 2.5410 -2.8748 4.1633 -0.009 0.023 0.004
C 2.1638 -1.8404 5.0279 0.006 -0.024 -0.004
C 1.8803 -0.5687 4.5558 0.003 -0.014 0.003
C 1.9953 -0.3736 3.1880 -0.006 -0.009 0.040
H 1.2284 2.6985 2.0423 -0.008 -0.002 0.004
H 1.9047 2.3856 3.6617 0.006 -0.002 -0.004
H 0.2452 1.8692 3.2676 0.000 0.007 0.007
H 2.3843 -1.4427 0.2038 -0.017 -0.084 -0.062
H 2.9274 -3.4686 2.1172 -0.001 -0.003 -0.007
H 2.7357 -3.8577 4.5709 0.000 -0.002 0.006
H 2.0805 -2.0412 6.0878 0.003 -0.005 0.002
H 1.5729 0.2269 5.2211 -0.001 0.002 0.002
```
Positions in Å, forces in eV/Å.

Results
HOMO energy (alpha / beta) (eV): -4.64 / -5.90
Multiplicity: 3
Total charge: -1
Calculated total energy (eV): -132116.53887
Largest force on an atom (Eh/bohr): 0.01030

The net atomic charges from natural (NBO), expressed in e, are:
1 Pt 1.1593
2 O -0.6639
3 C 0.7402
4 O -0.7338
5 C 0.1234
6 C -0.2130
7 C -0.1654
8 C -0.2567
9 C 0.0548
10 N -0.4595
11 H 0.2496
12 H 0.2123
13 H 0.2197
14 H 0.2253
15 O -0.9618
16 S 2.4082
17 O -0.9926
18 O -1.0291
19 C -0.2344
20 C -0.2132
21 C -0.2038
22 C -0.2154
23 C -0.1899
24 C -0.3867
25 S 2.4239
26 O -0.9350
27 O -1.0424
28 O -1.0398
29 H 0.2525
30 H 0.2073
31 H 0.2057
32 H 0.2427
33 C -0.4171
34 N -0.3838
35 C 0.3102
36 Se -0.1900
37 N -0.5390
38 C 0.1205
39 C -0.2062
40 C -0.2164
41 C -0.2215
42 C -0.2468
43 C 0.1633
44 H 0.2581
45 H 0.2021
46 H 0.2091
47 H 0.4867
48 H 0.2409
49 H 0.2139
50 H 0.2109
51 H 0.2167